Computed, not measured: a structure of composition C4H9B4BrF2NO5 at a distorted geometry, with ωB97M-V/def2-TZVPD.

```
26
C4H9B4BrF2NO5 ωB97M-V/def2-TZVPD
C -2.6721 1.3996 2.3366
N -1.9230 0.4178 1.5367
C -2.7246 -0.7917 1.2842
B -1.5203 1.0712 0.2813
O -2.3820 1.8859 -0.4389
B 0.0723 0.8757 -0.3055
O 1.0848 1.4434 0.4306
B 2.1256 0.5051 0.4529
Br 2.6004 -0.3947 2.0436
O 2.7028 0.2445 -0.7968
B 1.7230 -0.1536 -1.6384
C 2.0686 -1.0320 -2.9272
C 3.3906 -1.6773 -2.8247
O 4.4570 -1.1361 -2.8113
F 3.3083 -3.0248 -2.7729
O 0.3913 0.1602 -1.4592
H -2.8740 0.9980 3.3163
H -3.6217 1.6803 1.8864
H -2.0720 2.2896 2.4116
H -3.6995 -0.6761 1.7319
H -2.2773 -1.6495 1.7590
H -2.8535 -1.0180 0.2319
H -3.2348 1.4782 -0.5937
H 2.0606 -0.4088 -3.8016
H 1.2874 -1.7678 -3.0077
F 4.5821 -0.7191 3.6749
```

Summary:
DFT total energy (a.u.): -3462.306073
Gap between HOMO and LUMO (Eh): 0.2093
Largest force on an atom (Eh/bohr): 0.0349
Total charge: -1
E_HOMO (eV): -3.6

Atomic partial charges in e from the Löwdin method, atoms 1 to 8:
1. C -0.088
2. N -0.112
3. C -0.070
4. B -0.385
5. O 0.139
6. B -0.397
7. O 0.219
8. B -1.000